Entry 1:
95
Properties=species:S:1:pos:R:3 method="wB97M-V/def2-TZVPD" homo_lumo_gap_ev=5.3 spin_multiplicity=1 lumo_ha=-0.19565 total_charge=+1
Tl 0.730 -1.587 0.798
S 2.600 -2.691 2.021
C 2.503 -1.925 3.630
C 2.875 -2.738 4.705
C 3.029 -2.219 5.979
C 2.833 -0.864 6.215
C 2.439 -0.052 5.166
C 2.227 -0.573 3.890
As 1.582 0.550 2.459
C 2.781 2.065 2.520
C 2.493 3.210 3.257
C 3.424 4.237 3.327
C 4.640 4.116 2.670
C 4.928 2.970 1.943
C 4.001 1.942 1.864
C -0.044 1.368 3.203
C -0.541 1.115 4.491
C -1.656 1.777 5.033
C -2.310 2.689 4.273
C -1.940 2.944 2.882
C -0.757 2.224 2.401
H 3.070 -3.787 4.520
H 3.330 -2.873 6.787
H 3.002 -0.446 7.198
H 2.321 1.014 5.333
H 1.551 3.318 3.780
H 3.200 5.129 3.897
H 5.363 4.918 2.723
H 5.874 2.875 1.427
H 4.224 1.058 1.280
H -0.033 0.385 5.108
H -1.969 1.555 6.044
H -3.163 3.229 4.668
H -1.698 4.020 2.791
H -0.431 2.414 1.380
O 1.452 0.804 -2.738
Cl 1.658 0.675 -1.342
O 2.802 1.386 -0.886
O 1.862 -0.781 -1.038
O 0.478 1.086 -0.599
C -2.464 2.231 -0.397
C -3.085 3.269 0.542
C -3.234 2.800 1.987
Sb -2.009 -1.909 0.707
C -2.090 -1.702 2.860
C -3.240 -1.109 3.382
C -3.435 -1.015 4.757
C -2.465 -1.490 5.628
C -1.305 -2.066 5.122
C -1.127 -2.181 3.749
C -1.917 -4.043 0.717
C -3.027 -4.684 0.170
C -3.112 -6.070 0.169
C -2.081 -6.826 0.705
C -0.970 -6.195 1.248
C -0.888 -4.810 1.258
Sb -3.655 1.946 -2.199
C -5.433 1.533 -1.075
C -5.413 0.667 0.020
C -6.557 0.440 0.770
C -7.744 1.082 0.437
C -7.779 1.945 -0.646
C -6.628 2.171 -1.395
C -3.060 -0.096 -2.449
C -1.702 -0.366 -2.606
C -1.245 -1.673 -2.729
C -2.150 -2.727 -2.712
C -3.510 -2.464 -2.595
C -3.963 -1.157 -2.462
H -2.395 1.249 0.081
H -1.459 2.498 -0.717
H -4.100 3.524 0.223
H -2.524 4.208 0.511
H -4.003 3.389 2.489
H -3.552 1.756 2.019
H -4.011 -0.733 2.715
H -4.347 -0.578 5.144
H -2.618 -1.430 6.699
H -0.545 -2.447 5.793
H -0.232 -2.677 3.388
H -3.834 -4.105 -0.267
H -3.981 -6.556 -0.255
H -2.140 -7.907 0.699
H -0.160 -6.782 1.663
H -0.007 -4.351 1.694
H -4.495 0.146 0.273
H -6.532 -0.246 1.610
H -8.640 0.903 1.017
H -8.702 2.443 -0.913
H -6.671 2.851 -2.238
H -0.980 0.442 -2.640
H -0.184 -1.858 -2.855
H -1.801 -3.748 -2.809
H -4.222 -3.280 -2.615
H -5.026 -0.973 -2.358


Entry 2:
95
Properties=species:S:1:pos:R:3 method="wB97M-V/def2-TZVPD" homo_lumo_gap_ev="7.5 / 7.4" spin_multiplicity=2 lumo_ha="-0.20684 / -0.20709" total_charge=+2
Mn -0.331 -0.081 0.039
N 1.385 -0.963 2.290
P 0.030 -1.765 1.654
C -1.137 -2.075 2.988
C -2.325 -1.352 3.025
C -3.228 -1.538 4.062
C -2.938 -2.448 5.067
C -1.751 -3.173 5.039
C -0.854 -2.992 4.002
C 0.551 -3.398 1.098
C -0.435 -4.374 0.925
C -0.109 -5.597 0.360
C 1.200 -5.859 -0.026
C 2.183 -4.896 0.152
C 1.859 -3.664 0.702
P 1.333 0.567 1.532
C 0.560 1.720 2.675
C 1.192 2.312 3.764
C 0.474 3.147 4.606
C -0.872 3.397 4.361
C -1.509 2.821 3.270
C -0.786 1.989 2.431
C 3.035 1.111 1.318
C 4.121 0.525 1.962
C 5.399 1.028 1.761
C 5.596 2.118 0.927
C 4.515 2.716 0.292
C 3.240 2.213 0.485
H 2.205 -1.418 2.667
H -2.544 -0.633 2.245
H -4.152 -0.976 4.088
H -3.638 -2.596 5.878
H -1.531 -3.880 5.827
H 0.064 -3.568 3.977
H -1.453 -4.184 1.245
H -0.873 -6.354 0.238
H 1.456 -6.819 -0.453
H 3.205 -5.107 -0.133
H 2.634 -2.917 0.828
H 2.243 2.126 3.952
H 0.962 3.608 5.453
H -1.424 4.052 5.020
H -2.553 3.028 3.077
H -1.290 1.558 1.558
H 3.991 -0.313 2.636
H 6.241 0.571 2.265
H 6.594 2.507 0.776
H 4.669 3.573 -0.350
H 2.393 2.690 0.002
Se -2.036 -5.711 -4.748
N -3.027 -4.642 -3.734
C -2.212 -3.808 -3.143
C -2.660 -2.761 -2.234
C -4.000 -2.526 -1.923
C -4.312 -1.497 -1.059
C -3.286 -0.731 -0.519
N -2.003 -0.948 -0.796
C -1.692 -1.950 -1.646
C -0.274 -2.126 -1.939
N 0.568 -1.290 -1.301
C 1.868 -1.355 -1.575
C 2.390 -2.258 -2.493
C 1.542 -3.146 -3.120
C 0.176 -3.088 -2.840
C -0.815 -3.968 -3.446
N -0.512 -4.929 -4.278
H -4.766 -3.147 -2.369
H -5.336 -1.276 -0.798
H -3.504 0.089 0.154
H 2.509 -0.664 -1.039
H 3.452 -2.265 -2.690
H 1.907 -3.881 -3.826
C 1.089 1.950 -2.740
As -0.470 1.796 -1.596
C -1.870 1.650 -2.928
C -0.731 3.599 -0.862
C -0.629 4.687 -1.887
C 0.593 5.305 -2.143
C 0.697 6.291 -3.112
C -0.422 6.673 -3.839
C -1.646 6.072 -3.584
C -1.749 5.086 -2.614
H 1.058 2.902 -3.268
H 1.062 1.135 -3.463
H 2.008 1.879 -2.162
H -1.803 2.488 -3.621
H -2.849 1.650 -2.451
H -1.744 0.717 -3.478
H 0.009 3.721 -0.068
H -1.714 3.586 -0.386
H 1.468 5.024 -1.566
H 1.651 6.770 -3.294
H -0.342 7.445 -4.592
H -2.525 6.379 -4.134
H -2.714 4.637 -2.406


Entry 3:
103
Properties=species:S:1:pos:R:3 method="wB97M-V/def2-TZVPD" homo_lumo_gap_ev="8.2 / 8.1" spin_multiplicity=2 lumo_ha="0.01050 / 0.00785"
K -0.137 -0.584 -0.663
C 2.836 3.350 -0.169
C 1.596 2.707 -0.252
N 1.715 1.393 -0.147
N 3.044 1.158 0.016
C 3.732 2.320 0.000
B 3.535 -0.310 0.045
N 2.824 -1.080 1.219
C 3.401 -1.500 2.367
C 2.433 -2.091 3.151
C 1.264 -1.967 2.388
N 1.504 -1.354 1.237
N 3.256 -0.968 -1.338
C 4.146 -1.195 -2.332
C 3.459 -1.677 -3.422
C 2.119 -1.698 -3.003
N 2.008 -1.264 -1.756
N 5.046 -0.479 0.305
C 5.670 -1.683 0.274
C 6.999 -1.486 0.550
C 7.101 -0.096 0.739
N 5.931 0.500 0.591
H 3.050 4.403 -0.228
H 0.620 3.144 -0.402
H 4.800 2.319 0.114
H 4.450 -1.350 2.555
H 2.559 -2.532 4.125
H 0.259 -2.291 2.620
H 5.196 -0.999 -2.203
H 3.867 -1.966 -4.375
H 1.233 -2.007 -3.538
H 5.121 -2.584 0.056
H 7.777 -2.228 0.603
H 7.973 0.493 0.974
N 0.737 -5.333 0.454
C 0.764 -4.125 -0.156
N -0.105 -3.687 -0.992
C -1.167 -4.522 -1.347
N -2.060 -4.170 -2.189
N -1.868 -3.020 -2.892
C -2.603 -2.023 -2.630
C -2.525 -0.851 -3.541
C -3.698 -0.291 -4.038
C -3.606 0.705 -4.995
C -2.350 1.104 -5.422
C -1.240 0.511 -4.841
N -1.311 -0.432 -3.904
C -1.268 -5.857 -0.721
C -2.296 -6.752 -1.014
C -2.345 -7.989 -0.405
C -1.357 -8.355 0.508
C -0.328 -7.486 0.808
C -0.289 -6.238 0.191
H 1.454 -5.564 1.120
H 1.600 -3.486 0.104
H -3.320 -2.020 -1.806
H -4.657 -0.655 -3.695
H -4.501 1.149 -5.414
H -2.226 1.864 -6.182
H -0.241 0.812 -5.135
H -3.048 -6.447 -1.730
H -3.149 -8.675 -0.637
H -1.391 -9.326 0.985
H 0.447 -7.766 1.512
S -2.607 -0.108 1.057
Sb -2.077 2.017 1.598
C -2.390 3.296 -0.056
C -3.317 2.828 -0.985
C -3.637 3.601 -2.094
C -3.028 4.833 -2.280
C -2.103 5.299 -1.357
C -1.785 4.535 -0.243
C -3.463 2.770 3.003
C -3.585 2.123 4.229
C -4.493 2.587 5.168
C -5.283 3.694 4.883
C -5.165 4.337 3.661
C -4.255 3.875 2.718
C -0.245 2.301 2.586
C 0.346 3.550 2.736
C 1.544 3.661 3.423
C 2.144 2.531 3.961
C 1.543 1.289 3.825
C 0.343 1.171 3.137
H -3.773 1.854 -0.850
H -4.355 3.232 -2.816
H -3.266 5.430 -3.152
H -1.617 6.253 -1.509
H -1.057 4.914 0.462
H -2.977 1.254 4.454
H -4.587 2.083 6.121
H -5.993 4.053 5.617
H -5.782 5.198 3.438
H -4.170 4.381 1.762
H -0.106 4.440 2.319
H 2.018 4.629 3.523
H 3.088 2.619 4.482
H 2.016 0.404 4.229
H -0.109 0.197 2.996
Cl 0.574 4.161 -3.463
C -0.137 2.705 -2.961
H 0.517 1.865 -2.793
H -1.212 2.661 -2.928


It is found that the energy relative to the best compared isomer or geometry (same formula, charge and spin) values, taken in the order of the records, are 0.0, 0.0, 34.6 kcal/mol.